{
  "formula": "C34H50N10PdSSbSi3",
  "method": "wB97M-V/def2-TZVPD",
  "species": ["Pd", "C", "Sb", "C", "C", "C", "C", "C", "C", "N", "Si", "C", "C", "C", "C", "C", "C", "C", "C", "C", "N", "Si", "C", "C", "C", "Si", "C", "C", "C", "H", "H", "H", "H", "H", "H", "H", "H", "H", "H", "H", "H", "H", "H", "H", "H", "H", "H", "H", "H", "H", "H", "H", "H", "H", "H", "H", "H", "H", "H", "H", "H", "H", "H", "H", "H", "H", "H", "N", "C", "N", "C", "N", "N", "C", "N", "C", "C", "C", "C", "C", "N", "H", "H", "H", "H", "H", "H", "H", "H", "S", "C", "N", "C", "C", "C", "N", "H", "H", "H", "H"],
  "coordinates": [[0.36, 0.04, -1.16], [-0.31, -2.80, 1.97], [-1.05, -1.18, 0.77], [1.21, -1.75, -0.62], [0.70, -2.95, -1.25], [-0.39, -2.97, -2.13], [-0.82, -4.17, -2.68], [-0.15, -5.33, -2.34], [0.93, -5.24, -1.48], [1.35, -4.10, -0.94], [2.94, -1.93, 0.11], [3.62, -0.27, 0.68], [4.08, -2.49, -1.30], [3.14, -3.10, 1.56], [-1.25, 0.42, 2.29], [-0.48, 1.60, 1.81], [-0.75, 2.90, 2.25], [0.08, 3.94, 1.91], [1.20, 3.68, 1.14], [1.40, 2.39, 0.71], [0.57, 1.38, 1.00], [-3.15, 0.70, 2.37], [-3.80, 1.60, 3.88], [-3.61, 1.68, 0.84], [-4.06, -0.95, 2.41], [-0.49, -0.01, 3.99], [1.32, -0.45, 3.75], [-1.49, -1.38, 4.82], [-0.48, 1.45, 5.16], [0.29, -3.46, 1.34], [-1.20, -3.35, 2.29], [0.27, -2.51, 2.84], [-0.86, -2.04, -2.40], [-1.66, -4.18, -3.36], [-0.45, -6.29, -2.74], [1.49, -6.13, -1.20], [3.72, 0.44, -0.14], [4.61, -0.45, 1.09], [3.02, 0.19, 1.46], [4.52, -1.63, -1.81], [3.55, -3.11, -2.03], [4.90, -3.08, -0.89], [2.61, -2.76, 2.44], [4.21, -3.12, 1.81], [2.83, -4.11, 1.32], [-1.60, 3.07, 2.90], [-0.13, 4.94, 2.26], [1.90, 4.46, 0.86], [2.26, 2.13, 0.11], [-3.40, 2.60, 4.02], [-3.63, 1.04, 4.80], [-4.88, 1.70, 3.75], [-2.95, 1.42, 0.01], [-3.50, 2.75, 1.02], [-4.64, 1.49, 0.53], [-4.09, -1.34, 3.43], [-3.66, -1.74, 1.76], [-5.09, -0.79, 2.09], [1.53, -0.76, 2.72], [1.64, -1.25, 4.42], [1.93, 0.42, 3.96], [-1.99, -2.04, 4.11], [-2.26, -0.94, 5.46], [-0.85, -1.99, 5.45], [0.17, 2.25, 4.80], [-0.07, 1.11, 6.11], [-1.46, 1.87, 5.37], [1.73, 2.86, -2.29], [0.41, 3.11, -2.25], [0.05, 4.38, -2.38], [-1.26, 4.58, -2.46], [-1.71, 5.84, -2.48], [-2.18, 3.60, -2.55], [-1.72, 2.38, -2.36], [-0.44, 2.07, -2.08], [-2.72, 1.29, -2.52], [-4.02, 1.61, -2.91], [-4.94, 0.59, -3.03], [-4.55, -0.71, -2.75], [-3.23, -0.93, -2.38], [-2.33, 0.04, -2.28], [2.32, 3.64, -2.49], [2.10, 1.92, -2.38], [-1.05, 6.60, -2.51], [-2.69, 6.01, -2.62], [-4.28, 2.64, -3.10], [-5.96, 0.80, -3.34], [-5.24, -1.54, -2.82], [-2.89, -1.93, -2.13], [1.19, -0.40, -3.57], [2.86, -0.30, -3.65], [3.54, -1.16, -4.48], [4.87, -1.13, -4.66], [5.61, -0.21, -3.99], [4.89, 0.65, -3.13], [3.59, 0.62, -2.97], [2.97, -1.84, -4.96], [5.28, -1.86, -5.35], [6.68, -0.15, -4.10], [5.43, 1.40, -2.56]],
  "charge": 1,
  "lumo_energy_ev": [-2.902, -3.618],
  "relative_energy_ev": 0.695,
  "largest_force_ev_per_a": 0.4,
  "e_tot_ha": -3507.8961,
  "multiplicity": 3
}